(1)
H24O12 as an isolated structure in a non-equilibrium geometry. Source: OMol25; level of theory: ωB97M-V/def2-TZVPD.

Properties
E_LUMO in eV: -1.090
Largest force on an atom in Eh/bohr: 0.18936
Multiplicity: 1
Gap between HOMO and LUMO in eV: 6.882

XYZ file:
```
36
Properties=species:S:1:pos:R:3:forces:R:3
O -35.647736 -32.458991 -4.938044 2.529 -0.648 -0.371
H -35.257658 -33.291590 -4.592872 0.510 1.092 0.147
H -36.520249 -32.653074 -4.786010 -3.831 -0.079 0.556
O -33.862947 -30.439770 -4.108180 -4.453 0.663 2.090
H -33.110821 -31.006235 -4.516585 -3.058 1.874 2.825
H -34.718209 -30.969943 -4.347027 2.571 1.649 0.796
O -34.199824 -34.233281 -3.267978 0.667 -0.802 -2.701
H -33.973583 -34.547723 -4.246334 -0.287 0.817 3.213
H -35.019827 -34.657266 -3.032201 -0.359 -0.435 0.359
O -33.110109 -31.718818 -8.116415 2.108 0.890 2.265
H -33.144456 -32.428145 -8.726216 0.635 -1.146 -1.160
H -32.331260 -31.849443 -7.457485 -2.264 0.403 -1.846
O -33.563961 -34.117887 -5.770039 2.649 0.700 -0.033
H -32.696632 -34.296556 -6.190799 -0.751 -0.236 0.411
H -34.169017 -34.683151 -6.189330 -1.561 -1.000 -1.469
O -32.619960 -31.481667 -5.389053 8.259 -1.189 -5.019
H -31.564566 -31.219705 -5.240019 -3.759 -1.435 -0.527
H -32.819416 -32.382017 -5.610660 -0.003 -0.990 0.165
O -30.320639 -31.268041 -4.091658 1.289 -2.402 -1.937
H -29.856448 -31.748519 -4.872114 -0.851 0.777 0.774
H -29.590399 -30.744552 -3.805666 0.955 1.038 0.521
O -35.632367 -32.681492 -7.704303 -0.298 -0.522 -0.252
H -34.690196 -32.535864 -7.933866 -1.233 0.543 1.174
H -35.840287 -32.370848 -6.793117 1.060 -0.170 -0.863
O -29.221474 -32.049905 -6.320020 1.419 2.808 2.294
H -29.824764 -32.355033 -6.914454 -2.395 -1.508 -2.758
H -28.635516 -32.722744 -6.067594 1.350 -1.717 0.130
O -32.037508 -27.537965 -5.314690 1.846 -0.335 -0.904
H -32.860073 -27.132572 -5.203586 -1.985 0.956 0.156
H -32.097547 -28.334981 -4.789900 0.009 -0.225 0.472
O -31.463366 -29.200517 -3.322193 2.290 3.336 4.461
H -30.736753 -29.048752 -2.557226 -2.806 0.334 -2.376
H -31.141451 -30.020501 -3.553251 -0.199 -2.708 -1.062
O -30.072420 -33.277195 -2.294637 0.268 -0.343 -0.081
H -30.137211 -32.621197 -3.037656 0.131 -0.266 1.908
H -29.684569 -32.966889 -1.448558 -0.451 0.276 -1.358
```
Forces are in eV/Å.

(2)
A 2-piece molecular cluster, C11H19ClO3 overall in a non-equilibrium geometry. Source: OMol25; level of theory: ωB97M-V/def2-TZVPD.

Properties
E_LUMO in eV: 0.647
Largest force on an atom in Eh/bohr: 0.08251
Multiplicity: 1
Gap between HOMO and LUMO in eV: 8.841
SMILES string: C=CC(C)(C)C(=O)OCC.C/C(O)=C\Cl

XYZ file:
```
34
Properties=species:S:1:pos:R:3:forces:R:3
C 0.990570 -2.959214 -0.105344 1.585 2.389 3.127
C 1.579693 -2.022531 0.724323 -0.470 -0.846 -1.876
C -2.496522 0.403976 -2.504885 0.416 0.304 0.173
C -3.411063 0.904881 -3.684514 2.110 -1.002 0.308
C 2.106236 3.329088 0.730583 1.358 -1.996 -1.709
C -0.611981 -1.636417 2.044594 0.442 1.988 -2.089
C 1.488618 -0.752753 3.008994 0.096 -0.168 0.876
C 1.786329 2.047261 -0.101239 2.157 0.620 1.304
C -2.358519 -0.895362 -2.094695 -0.837 1.969 -1.153
C 0.745901 -1.109079 1.709965 2.916 1.149 -0.582
C 0.639655 0.214465 0.889264 -0.095 -1.960 -1.205
O -1.796261 1.435555 -1.863520 -0.414 -1.255 -0.664
O -0.398105 0.443178 0.303855 0.398 1.037 0.296
O 1.818939 0.810160 0.652927 -0.980 0.607 0.712
Cl -3.175744 -2.142165 -3.016245 0.249 -0.192 0.480
H 1.610625 -3.377014 -0.857728 0.084 -0.674 -0.550
H 0.031495 -3.327571 0.181235 -0.719 -0.202 -0.606
H 2.676009 -1.812508 0.465782 -1.730 0.243 0.814
H -4.247262 1.483441 -3.291711 0.216 0.142 -0.150
H -2.808744 1.433768 -4.503344 -0.844 -0.429 1.473
H -3.760476 -0.031079 -4.122038 -0.373 0.391 -0.150
H 1.251283 3.845393 1.019417 -1.429 1.114 0.233
H 2.643587 3.062177 1.599337 0.674 -0.371 1.075
H 2.812688 3.877538 0.097102 -0.509 0.486 0.295
H -0.900037 -1.145339 2.918384 -0.944 0.636 1.423
H -1.270395 -1.370326 1.213269 -0.240 -0.644 0.363
H -0.438166 -2.627861 2.213741 -0.391 -2.849 0.485
H 1.442182 -1.553748 3.727870 -0.407 -0.752 0.172
H 2.564268 -0.585276 2.994263 -0.045 0.488 -0.732
H 0.977263 0.073130 3.535248 0.318 -0.047 -0.430
H 2.567508 1.935153 -0.836846 0.126 -0.208 -0.263
H 0.882560 2.193487 -0.568911 -2.097 -0.113 -1.126
H -1.848545 -1.196500 -1.191746 0.135 -0.066 -0.193
H -1.093589 1.052093 -1.287386 -0.758 0.209 -0.133
```
Forces are in eV/Å.

no.,E_HOMO (eV),E_tot (a.u.)
1,-8.0,-917.06454
2,-8.2,-1116.36791